No. 1
Formula: C7H9FO
Source: the Open Molecules 2025 dataset
Level of theory: ωB97M-V with the def2-TZVPD basis set

Positions of all 18 atoms, in Å:
C  -0.672  2.834  2.386
C  0.206  2.287  1.694
C  -0.243  -1.249  -0.472
C  0.019  -0.564  0.598
C  -1.092  -2.499  -0.398
C  0.286  -0.801  -1.786
C  1.241  1.939  0.869
O  1.560  2.432  -0.324
F  -0.503  -0.823  1.787
H  -1.670  2.824  2.714
H  -1.639  -2.613  -1.291
H  -0.493  -3.393  -0.535
H  -1.557  -2.426  0.536
H  0.984  -1.661  -2.310
H  -0.385  -0.632  -2.571
H  0.932  -0.057  -1.587
H  1.766  1.087  0.995
H  1.259  3.315  -0.304

Summary:
Electronic energy ... -446.95545 hartree
Total charge ... 0
HOMO energy (alpha / beta) ... -9.131 / -7.749 eV
E_LUMO (alpha / beta) ... -0.011 / -0.014 hartree

***

No. 2
Formula: C12H17P
Source: the Open Molecules 2025 dataset
Level of theory: ωB97M-V with the def2-TZVPD basis set

Positions of all 30 atoms, in Å:
H  -2.865  -1.988  -0.845
P  -3.238  -0.655  -1.202
C  -1.833  0.246  -0.713
C  -1.930  1.672  -0.917
C  -0.620  -0.353  -0.064
C  -0.501  -0.073  1.408
C  -0.792  -1.177  2.284
C  -0.044  -1.150  3.640
C  0.626  0.019  -0.904
C  1.178  -0.884  -1.761
C  2.275  -0.512  -2.599
C  2.786  0.740  -2.549
C  2.332  1.589  -1.571
C  1.270  1.262  -0.757
H  -1.614  1.787  -1.904
H  -1.593  2.241  -0.068
H  -2.924  2.014  -1.098
H  -0.709  -1.372  -0.277
H  0.624  0.188  1.446
H  -0.980  0.793  1.756
H  -0.622  -2.079  1.660
H  -1.804  -1.165  2.593
H  -0.104  -0.128  4.124
H  0.936  -1.366  3.574
H  -0.428  -1.921  4.308
H  0.817  -1.996  -1.741
H  2.585  -1.261  -3.367
H  3.527  1.154  -3.183
H  2.699  2.570  -1.440
H  0.946  1.806  0.164

Summary:
Electronic energy ... -808.69795 hartree
Total charge ... 0
HOMO energy ... -8.586 eV
E_LUMO ... 0.015 hartree
SMILES string ... [H]/P=C(/C)[C@H](CCC)c1ccccc1

***

No. 3
Formula: C18H21N5O3
Source: the Open Molecules 2025 dataset
Level of theory: ωB97M-V with the def2-TZVPD basis set

Positions of all 47 atoms, in Å:
C  3.874  5.668  0.961
C  3.337  4.708  -0.033
C  4.151  4.222  -1.084
C  3.622  3.225  -1.942
C  2.357  2.742  -1.687
C  1.819  1.596  -2.499
N  1.854  0.266  -1.787
C  3.005  -0.498  -1.631
O  4.040  -0.463  -2.264
N  2.834  -1.344  -0.590
C  1.515  -1.275  -0.152
C  0.749  -1.919  0.808
N  1.338  -2.802  1.614
N  -0.525  -1.732  0.990
C  -1.128  -0.804  0.249
O  -2.450  -0.472  0.400
C  -3.232  -1.187  1.388
C  -3.548  -2.652  0.959
C  -4.611  -3.239  1.891
C  -5.449  -4.104  0.975
O  -5.410  -3.462  -0.297
C  -4.220  -2.674  -0.402
C  -0.438  -0.009  -0.656
C  0.914  -0.267  -0.889
C  1.654  3.265  -0.552
N  2.130  4.212  0.280
H  3.081  6.215  1.456
H  4.599  6.375  0.490
H  4.326  5.115  1.807
H  5.145  4.619  -1.194
H  4.163  2.821  -2.786
H  2.381  1.525  -3.454
H  0.804  1.824  -2.792
H  3.399  -2.184  -0.598
H  2.201  -2.419  2.010
H  0.646  -3.079  2.306
H  -2.666  -1.181  2.335
H  -4.167  -0.688  1.578
H  -2.665  -3.311  0.920
H  -4.243  -3.823  2.713
H  -5.308  -2.473  2.296
H  -5.010  -5.071  0.879
H  -6.480  -4.155  1.367
H  -3.585  -3.055  -1.198
H  -4.503  -1.652  -0.661
H  -0.985  0.749  -1.215
H  0.687  2.846  -0.312

Summary:
Electronic energy ... -1198.03504 hartree
Total charge ... 0
HOMO energy ... -7.913 eV
E_LUMO ... 0.024 hartree
SMILES string ... Cc1ccc(Cn2c(=O)[nH]c3c(N)nc(OC[C@H]4CCOC4)cc32)cn1

***

ΔE to the lowest compared entry with this formula, charge and spin readings, ordered: 7.167; 2.641; 2.320 eV